One molecule with the formula C3H8N4O at a distorted geometry. Source: the OMol25 dataset; level of theory: ωB97M-V/def2-TZVPD.

Geometry as XYZ:
```
16
Properties=species:S:1:pos:R:3
C -1.20163 -0.74568 0.87370
N 0.10843 0.99822 -0.40656
C 1.50405 0.75810 1.39361
C 0.13408 -0.43181 0.19707
N -0.35535 1.07174 -1.77568
N 0.45119 -1.40604 -0.79589
N 1.21448 -0.38970 1.16632
O 1.89153 1.76667 1.87038
H -0.45580 1.62703 0.17038
H 0.42646 0.94373 -2.42280
H -0.75501 1.99165 -1.96705
H 1.44458 -1.36585 -0.98777
H 0.20654 -2.33881 -0.48826
H -1.14276 -1.70447 1.40280
H -2.01952 -0.78673 0.14646
H -1.45125 0.01197 1.62329
```

- Energy: -11247.205 eV
- E_HOMO: -0.31019 Ha
- 2S+1: 1
- ΔE to the lowest compared entry with this formula, charge and spin: 2.419 eV
- Strongest force on any atom: 4.5 eV/Å

---

One molecule with the formula C3H8N4O at a distorted geometry. Source: the OMol25 dataset; level of theory: ωB97M-V/def2-TZVPD.

Geometry as XYZ:
```
16
Properties=species:S:1:pos:R:3
C 0.36557 -0.62538 1.72030
C -0.85269 0.73904 0.33602
C 0.17502 -0.65534 -1.40251
H 1.09914 0.26518 2.03804
H 0.79674 -0.84648 0.69513
H 0.57245 -1.41715 2.42628
H -2.29264 0.08064 2.77592
H -1.54332 1.71734 0.54231
H -0.28739 -1.64534 -1.24034
H 1.36576 0.59048 -3.83567
H 0.82432 1.22109 -2.09681
N -0.94975 -0.16121 1.38805
N -0.34486 0.57651 -0.81072
N 0.94915 -0.78534 -2.40924
N 1.50693 0.41475 -2.70787
O -1.38443 0.53121 2.58110
```

- Energy: -11243.232 eV
- E_HOMO: -0.31419 Ha
- 2S+1: 1
- ΔE to the lowest compared entry with this formula, charge and spin: 6.392 eV
- Strongest force on any atom: 5.2 eV/Å

---

One molecule with the formula C3H8N4O2 at a distorted geometry. Source: the OMol25 dataset; level of theory: ωB97M-V/def2-TZVPD.

Geometry as XYZ:
```
17
Properties=species:S:1:pos:R:3
C 0.92084 -2.22648 -1.09216
C 0.11809 0.10001 -0.78562
C -0.68570 2.37611 0.39983
H 1.83244 -2.70833 -0.26384
H 1.83005 -1.92766 -1.99746
H 0.24713 -3.01867 -1.61266
H 0.95966 -2.00236 1.36479
H -0.53802 -2.55708 0.92523
H -1.94185 1.63942 2.16941
H -1.44795 3.36360 1.83733
H 0.22143 2.64824 -1.03665
N 0.26121 -1.25502 -0.34712
N -0.01899 -1.65655 0.93048
N -1.61220 2.48308 1.39218
N -0.34026 3.18823 -0.45291
O 0.14464 0.58954 -1.86319
O 0.04949 0.96390 0.43237
```

- Energy: -13291.945 eV
- E_HOMO: -0.35523 Ha
- 2S+1: 1
- ΔE to the lowest compared entry with this formula, charge and spin: 4.675 eV
- Strongest force on any atom: 6.7 eV/Å

---

A 2-piece molecular cluster, C3H8N4O2 overall at a distorted geometry. Source: the OMol25 dataset; level of theory: ωB97M-V/def2-TZVPD.

Geometry as XYZ:
```
17
Properties=species:S:1:pos:R:3
C 0.84090 0.20365 -0.01845
C -0.09449 -1.57030 -1.77394
C -0.27798 1.11619 -0.22460
N 2.17183 0.39967 -0.36602
N -1.82735 1.02023 1.80095
N -1.52954 0.71321 0.37817
N 0.60472 -0.97073 0.71139
O -1.11775 -1.85653 -1.32656
O 0.84372 -1.39411 -2.34754
H -0.10415 2.11527 -0.59156
H 2.44754 0.74670 -1.23080
H 2.56172 -0.60175 -0.29272
H -1.79313 0.15494 2.22734
H -1.08968 1.60912 2.14558
H -2.16012 1.29289 -0.24037
H -0.35578 -1.02872 0.82829
H 0.87954 -1.94974 0.32084
```

- Energy: -13294.132 eV
- E_HOMO: -0.27996 Ha
- 2S+1: 1
- ΔE to the lowest compared entry with this formula, charge and spin: 2.487 eV
- Strongest force on any atom: 5.9 eV/Å

---

One molecule with the formula C3H8N4O3 at a distorted geometry. Source: the OMol25 dataset; level of theory: ωB97M-V/def2-TZVPD.

Geometry as XYZ:
```
18
Properties=species:S:1:pos:R:3
C -0.12639 0.30480 1.24129
C 0.59575 -0.07910 -2.36571
C -0.45520 0.21719 -1.22406
N 0.01795 0.85747 0.05680
N 0.14842 1.14386 2.26735
N -0.35184 -0.98223 1.53445
N -1.07761 1.59810 -1.70933
O -2.19102 1.66249 -1.19039
O -0.58664 2.49403 -2.32400
O -1.47302 -0.65915 -1.07286
H 0.34794 0.46767 -3.25087
H 0.51889 -1.11733 -2.64094
H 1.49528 0.28672 -2.09542
H 0.35862 2.03378 1.87475
H 0.39772 1.01286 3.15881
H -0.67691 -1.65249 0.90228
H -0.77344 -1.05911 2.45076
H -2.18469 -0.05016 -0.82439
```

- Energy: -15340.214 eV
- E_HOMO: -0.33028 Ha
- 2S+1: 1
- ΔE to the lowest compared entry with this formula, charge and spin: 1.242 eV
- Strongest force on any atom: 4.0 eV/Å

---

A 2-piece molecular cluster, C3H8N4O4 overall at a distorted geometry. Source: the OMol25 dataset; level of theory: ωB97M-V/def2-TZVPD.

Geometry as XYZ:
```
19
Properties=species:S:1:pos:R:3
C -0.91232 -1.71392 -0.60144
C -2.62527 0.64016 0.56385
C 2.37127 0.09165 -0.04794
N 2.89510 -0.98329 0.62864
N -1.71942 -0.93197 -1.03746
N -1.89106 0.39154 -0.64992
N 1.09362 0.25184 0.10110
O -0.49306 -2.77207 -0.36614
O 0.60101 1.45123 -0.43172
O 0.28613 -0.55373 0.69573
O 3.07870 1.05764 -0.70683
H -1.99607 0.05393 1.25564
H -2.83409 1.72814 0.90083
H -3.70832 0.08676 0.62210
H 3.82272 -0.81920 0.86517
H 2.26614 -1.43256 1.27525
H -0.30998 1.43540 -0.23251
H -2.41876 0.71647 -1.42063
H 2.49367 1.30199 -1.41372
```

- Energy: -17381.851 eV
- E_HOMO (alpha / beta): -0.16981 / -0.33395 Ha
- Expectation value of S²: 2.01
- 2S+1: 3
- Strongest force on any atom: 10.6 eV/Å

---

One molecule with the formula C3H8N4S at a distorted geometry. Source: the OMol25 dataset; level of theory: ωB97M-V/def2-TZVPD.

Geometry as XYZ:
```
16
Properties=species:S:1:pos:R:3
C -1.41406 -2.79099 0.34535
C -0.03436 -0.51661 0.02921
C 1.66197 1.00193 0.95918
H -2.15581 -3.65446 0.42462
H -1.48046 -2.35035 1.35519
H -0.43767 -3.29695 0.26401
H -2.71298 -1.73306 -0.89715
H 0.52563 -1.22643 0.64700
H -1.05052 2.27666 -0.50440
H 2.08586 2.02437 0.86814
H 2.79221 0.40502 2.39729
N -1.72595 -1.81288 -0.71340
N -1.12832 -0.61049 -0.64157
N 0.62340 0.75375 0.05682
N 1.98557 0.13671 1.81456
S 0.17934 2.00747 -1.01075
```

- Energy: -20034.253 eV
- E_HOMO: -0.29407 Ha
- 2S+1: 1
- ΔE to the lowest compared entry with this formula, charge and spin: 1.984 eV
- Strongest force on any atom: 2.1 eV/Å

---

A 3-piece molecular cluster, C3H8N4S overall at a distorted geometry. Source: the OMol25 dataset; level of theory: ωB97M-V/def2-TZVPD.

Geometry as XYZ:
```
16
Properties=species:S:1:pos:R:3
C 1.18236 0.43513 0.19197
C 0.50980 -0.50338 -0.91953
C -2.08161 0.46716 0.69967
H 0.38644 -1.08804 1.71149
H 2.56902 -1.12737 1.25461
H 2.29701 0.95238 -0.25838
H 0.49065 1.47057 0.34698
H 1.79511 -1.73383 -1.10976
H -1.48744 -0.46894 -1.69516
H -0.96153 2.01961 -0.47698
H -2.67649 1.40666 1.12306
N 1.45005 -0.24696 1.47065
N 0.92446 -1.49313 -1.54162
N -0.78551 0.21863 -1.26450
N -1.36360 0.90506 -0.34862
S -2.24871 -1.21356 0.81614
```

- Energy: -20029.121 eV
- E_HOMO: -0.32612 Ha
- 2S+1: 1
- ΔE to the lowest compared entry with this formula, charge and spin: 7.116 eV
- Strongest force on any atom: 7.7 eV/Å

---

A 2-piece molecular cluster, C3H8N5 overall at a distorted geometry. Source: the OMol25 dataset; level of theory: ωB97M-V/def2-TZVPD.

Geometry as XYZ:
```
16
Properties=species:S:1:pos:R:3
C 2.03731 -0.78516 -0.24320
C -2.11974 0.56591 0.76978
C -0.95552 0.30108 -1.31541
N 0.05832 -0.12098 0.91807
N 2.15556 0.49040 -0.39434
N 2.18039 1.54326 -0.81534
N 2.38548 -1.48782 0.76597
N -0.84522 0.22863 0.26015
H -2.68346 -0.35043 0.71904
H -1.99048 0.90194 1.71877
H -2.68511 1.19959 0.20047
H -0.14036 1.07169 -1.65728
H -0.90575 -0.63195 -1.82360
H -1.93143 0.72316 -1.30618
H 2.35729 -2.51165 0.72989
H 3.08273 -1.13766 1.47321
```

- Energy: -10677.889 eV
- E_HOMO (alpha / beta): -0.47039 / -0.46501 Ha
- Charge: +1
- 2S+1: 1
- ΔE to the lowest compared entry with this formula, charge and spin: 6.592 eV
- Strongest force on any atom: 4.1 eV/Å

---

A 2-piece molecular cluster, C3H8NO overall at a distorted geometry. Source: the OMol25 dataset; level of theory: ωB97M-V/def2-TZVPD.

Geometry as XYZ:
```
13
Properties=species:S:1:pos:R:3
C -0.77510 0.96038 -2.60286
O -1.46187 1.53844 -1.60235
H -0.93999 -0.13661 -2.79060
H 0.34685 1.08767 -2.46817
H -0.91310 1.42877 -3.62176
C 0.16383 0.19863 2.11914
C 0.88558 -1.76264 1.19570
N 0.94455 -1.04299 2.23851
H -0.90403 0.01116 2.23812
H 0.51899 0.91996 2.85885
H 0.38207 0.71305 1.18249
H 1.74347 -2.24468 0.72264
H 0.00874 -1.67114 0.53028
```

- Energy: -6775.661 eV
- E_HOMO: -0.06854 Ha
- Charge: -1
- 2S+1: 1
- ΔE to the lowest compared entry with this formula, charge and spin: 2.331 eV
- Strongest force on any atom: 2.0 eV/Å

---

C3H8NO as an isolated structure at a distorted geometry. Source: the OMol25 dataset; level of theory: ωB97M-V/def2-TZVPD.

Geometry as XYZ:
```
13
Properties=species:S:1:pos:R:3
C -0.03782 -0.10802 -0.80554
N -1.17515 -0.79519 -1.51214
C -0.08091 1.40352 -0.59103
C 0.17022 0.68057 0.69319
O 1.28820 0.71436 1.26621
H -0.70175 -1.21747 -0.54846
H 1.25813 -1.71299 1.81882
H 0.90430 -0.37253 -1.25797
H -2.03743 -0.66351 -0.94360
H 0.79917 1.94096 -0.89819
H -1.04929 1.88617 -0.76138
H 1.42903 -2.27716 2.28059
H -0.76668 0.52128 1.25950
```

- Energy: -6773.879 eV
- E_HOMO: -0.07955 Ha
- Charge: -1
- 2S+1: 1
- ΔE to the lowest compared entry with this formula, charge and spin: 4.113 eV
- Strongest force on any atom: 3.7 eV/Å

---

A 2-piece molecular cluster, C3H8NO overall at a distorted geometry. Source: the OMol25 dataset; level of theory: ωB97M-V/def2-TZVPD.

Geometry as XYZ:
```
13
Properties=species:S:1:pos:R:3
C -1.04916 0.49903 1.96386
O -1.45444 -0.38937 1.00953
H -0.20383 1.07982 1.58254
H -0.50772 -0.08736 2.74977
H -1.78588 1.07189 2.51972
C 1.32763 -1.10323 -0.75473
C 0.20057 0.91712 -1.25600
N 1.13076 0.10850 -1.52421
H 1.84858 -1.84684 -1.34845
H 1.94654 -0.98344 0.15586
H 0.36042 -1.53794 -0.47891
H -0.22391 1.48254 -2.08022
H -0.42447 0.93843 -0.36549
```

- Energy: -6774.275 eV
- E_HOMO (alpha / beta): -0.33493 / -0.33408 Ha
- Expectation value of S²: 0.75
- 2S+1: 2
- ΔE to the lowest compared entry with this formula, charge and spin: 1.791 eV
- Strongest force on any atom: 1.5 eV/Å

---

A 2-piece molecular cluster, C3H8NO overall at a distorted geometry. Source: the OMol25 dataset; level of theory: ωB97M-V/def2-TZVPD.

Geometry as XYZ:
```
13
Properties=species:S:1:pos:R:3
C 0.51875 -1.87773 -1.30033
N 1.42163 -1.44686 -0.36403
H -0.35693 -2.44434 -1.01048
H 0.65055 -1.74592 -2.35286
H 2.28559 -0.97664 -0.54285
H 1.16945 -1.48208 0.60753
C -1.70154 0.93887 0.69662
C -0.66296 1.74026 0.61298
O 0.60126 1.26235 0.83781
H -2.69004 1.34772 0.53469
H -1.69153 -0.09255 1.01091
H -0.74417 2.77181 0.31363
H 1.19994 2.00510 0.95637
```

- Energy: -6775.413 eV
- E_HOMO (alpha / beta): -0.20981 / -0.33486 Ha
- Expectation value of S²: 0.75
- 2S+1: 2
- ΔE to the lowest compared entry with this formula, charge and spin: 0.654 eV
- Strongest force on any atom: 1.1 eV/Å

---

An isolated ion of composition C3H8NO and charge +1 at a distorted geometry. Source: the OMol25 dataset; level of theory: ωB97M-V/def2-TZVPD.

Geometry as XYZ:
```
13
Properties=species:S:1:pos:R:3
O 0.59084 -0.98537 -1.54179
C -0.06528 -1.46230 -0.59825
C -0.80950 -0.44835 0.38214
N -0.29546 0.99371 0.15681
C 0.56897 1.44872 1.29209
H 0.00491 -2.41400 -0.21897
H -1.87096 -0.41160 0.38409
H -0.57886 -0.88718 1.32382
H 0.09068 0.86844 -0.98165
H -1.02776 1.73046 -0.10438
H 0.67014 0.63109 1.99275
H 0.32181 2.41478 1.63298
H 1.56636 1.76656 0.75216
```

- Energy: -6769.265 eV
- E_HOMO: -0.57244 Ha
- Charge: +1
- 2S+1: 1
- ΔE to the lowest compared entry with this formula, charge and spin: 1.904 eV
- Strongest force on any atom: 6.4 eV/Å

---

C3H8NO as an isolated structure at a distorted geometry. Source: the OMol25 dataset; level of theory: ωB97M-V/def2-TZVPD.

Geometry as XYZ:
```
13
Properties=species:S:1:pos:R:3
C -0.78632 -0.89749 -0.26721
C 0.35389 -0.37290 -0.93553
C -0.16945 1.27318 0.88410
N 0.24253 -0.04144 0.45164
O 1.53808 -1.82691 -0.95780
H -1.64678 -0.47694 -0.64869
H -0.76566 -1.91637 0.05660
H 0.87478 0.20517 -1.70529
H -0.08806 1.34113 1.93653
H 0.56241 2.05085 0.49004
H -1.18402 1.56312 0.33825
H 0.76564 -0.53838 1.22141
H 1.38866 -1.94534 -1.90699
```

- Energy: -6767.084 eV
- E_HOMO: -0.57160 Ha
- Charge: +1
- 2S+1: 1
- ΔE to the lowest compared entry with this formula, charge and spin: 4.085 eV
- Strongest force on any atom: 8.0 eV/Å

---

A 2-piece molecular cluster, C3H8NO overall at a distorted geometry. Source: the OMol25 dataset; level of theory: ωB97M-V/def2-TZVPD.

Geometry as XYZ:
```
13
Properties=species:S:1:pos:R:3
O -0.74208 0.45350 -0.41771
C -1.88025 -0.03125 -0.20681
C -2.36574 -0.14251 1.09204
N 2.13385 0.59313 0.10882
C 1.64379 -0.33100 -0.77668
H -2.44844 -0.44613 -1.04094
H -3.37980 -0.46320 1.32738
H -1.84841 0.22763 1.97042
H 1.83971 1.55653 0.11455
H 2.71140 0.29762 0.87880
H 1.67432 0.03176 -1.80546
H 2.15883 -1.28089 -0.67457
H 0.50284 -0.46519 -0.56985
```

- Energy: -6766.458 eV
- E_HOMO: -0.49986 Ha
- Charge: +1
- 2S+1: 1
- ΔE to the lowest compared entry with this formula, charge and spin: 4.712 eV
- Strongest force on any atom: 1.5 eV/Å

---

An isolated ion of composition C3H8NO and charge +1 at a distorted geometry. Source: the OMol25 dataset; level of theory: ωB97M-V/def2-TZVPD.

Geometry as XYZ:
```
13
Properties=species:S:1:pos:R:3
C -1.00357 -0.22129 0.50688
C -0.16902 0.59099 -0.44816
C -0.06541 -1.15859 -0.03168
N 0.90258 1.37564 0.15182
O -0.52773 -1.84883 -1.07112
H -0.90724 0.17864 1.48704
H -2.01705 -0.08266 0.31805
H -0.38467 0.84276 -1.46343
H 0.69799 -1.54254 0.63318
H 1.07184 2.29049 -0.32722
H 1.75655 0.62405 0.24886
H 0.74486 1.68554 1.13962
H -0.09912 -2.73420 -1.14383
```

- Energy: -6768.619 eV
- E_HOMO: -0.48878 Ha
- Charge: +1
- 2S+1: 1
- ΔE to the lowest compared entry with this formula, charge and spin: 2.550 eV
- Strongest force on any atom: 3.8 eV/Å